1.
Computed, not measured: C4H9O5V as an isolated structure in a non-equilibrium geometry, with ωB97M-V/def2-TZVPD.

Values from the calculation:
Spin multiplicity   1
Net charge   -2
Frontier orbital gap   4.52 eV
E_tot   -40216.143 eV
E_HOMO   0.9739 eV

Each line ends with the Mulliken charge.
Element x y z (Å)
C (5.515, 6.664, 22.266)  -1.08
C (5.520, -0.964, 22.542)  -0.35
H (5.746, -0.755, 21.496)  0.13
H (6.561, 6.578, 22.560)  0.25
H (5.260, 7.606, 21.781)  0.34
H (3.508, -0.368, 22.032)  0.13
H (3.673, -0.489, 23.750)  0.33
H (4.258, 5.478, 20.861)  0.17
H (5.823, 5.434, 20.457)  0.29
O (6.690, -0.723, 23.339)  -0.98
H (5.205, -2.006, 22.601)  0.22
V (3.452, 2.757, 21.662)  1.62
O (4.250, 1.313, 23.118)  -0.58
O (5.193, 4.199, 22.104)  -0.72
C (5.222, 5.412, 21.366)  -0.09
O (2.117, 3.516, 21.872)  -0.86
H (4.974, 6.619, 23.211)  0.28
O (3.594, 2.101, 20.204)  -0.77
C (4.154, -0.080, 22.861)  -0.31



2.
Computed, not measured: a 2-piece molecular cluster, C9H12N4OS overall in a non-equilibrium geometry, with ωB97M-V/def2-TZVPD.

Values from the calculation:
Spin multiplicity   1
Frontier orbital gap (spin up / spin down)   6.53 / 6.98 eV
E_tot   -28366.821 eV
Relative energy (zero: lowest compared OMol25 entry of this formula, charge and spin)   402.57 kJ/mol
E_HOMO (spin up / spin down)   -8.7788 / -8.3970 eV

Each line ends with the Mulliken charge.
Element x y z (Å)
S (0.270, -3.663, 1.114)  -0.15
H (2.367, -3.573, 0.225)  0.24
N (0.519, -0.455, -0.762)  -0.71
C (-0.222, 1.635, -0.832)  0.16
C (-1.683, -0.446, -1.491)  -0.51
C (-2.998, 0.215, -0.961)  -0.41
H (4.255, 0.539, 1.490)  0.34
C (-3.020, 0.151, 0.555)  -1.22
C (3.319, 0.767, 0.907)  -0.22
C (1.840, -2.848, 1.046)  -0.20
N (-0.474, 0.302, -1.167)  0.57
H (-1.885, -0.560, -2.509)  0.16
C (1.161, 1.645, -0.325)  0.19
H (-3.881, 0.549, 1.023)  0.38
H (1.666, 3.574, 0.476)  0.42
H (1.663, -1.872, 0.590)  -0.03
H (-3.085, 1.242, -1.315)  0.30
C (1.486, 0.258, -0.222)  0.73
H (-2.744, -0.795, 0.865)  0.38
H (-2.257, 0.825, 0.980)  0.25
H (2.442, -2.658, 1.914)  0.30
H (-3.828, -0.369, -1.284)  0.39
O (-1.060, 2.473, -0.924)  -0.57
H (-1.439, -1.377, -1.032)  0.49
N (2.559, -0.189, 0.400)  -0.48
N (3.057, 2.107, 0.906)  -0.59
C (1.973, 2.522, 0.333)  -0.22



3.
Computed, not measured: the molecule C5H8O in a non-equilibrium geometry, with ωB97M-V/def2-TZVPD.

Values from the calculation:
Spin multiplicity   1
Frontier orbital gap   10.51 eV
E_tot   -7360.179 eV
Relative energy (zero: lowest compared OMol25 entry of this formula, charge and spin)   200.36 kJ/mol
E_HOMO   -9.4627 eV

Each line ends with the Mulliken charge.
Element x y z (Å)
C (0.321, -0.597, 0.330)  0.61
C (-0.115, 1.441, -0.077)  -0.60
H (0.044, -1.646, -1.577)  0.36
C (-0.351, -0.823, -0.977)  -0.93
H (-1.025, 1.792, -0.572)  0.26
H (1.490, 0.383, -1.452)  0.40
H (-1.377, 0.265, 1.444)  0.25
C (-0.348, 0.493, 1.141)  -0.60
H (0.419, -2.367, 0.593)  0.36
H (0.540, 2.276, 0.161)  0.28
C (0.609, 0.324, -0.825)  -0.32
H (-1.420, -0.677, -1.096)  0.21
H (0.215, 0.802, 2.031)  0.28
O (0.999, -1.665, 0.876)  -0.54



4.
Computed, not measured: C31H55NO2PSr as an isolated structure in a non-equilibrium geometry, with ωB97M-V/def2-TZVPD.

Values from the calculation:
Spin multiplicity   1
Net charge   -1
Frontier orbital gap   3.46 eV
E_tot   -48745.088 eV
Relative energy (zero: lowest compared OMol25 entry of this formula, charge and spin)   0.00 kJ/mol
E_HOMO   -1.8868 eV

Each line ends with the Mulliken charge.
Element x y z (Å)
C (0.936, 0.828, 0.074)  0.78
H (0.348, -1.241, 7.111)  0.21
H (-3.188, 1.438, 4.637)  0.54
C (2.333, 0.600, 6.276)  -1.84
H (0.032, 2.319, 6.318)  0.25
H (-1.351, -1.019, 6.571)  0.27
H (2.316, -2.563, -8.683)  0.26
H (-0.104, 3.086, 3.941)  0.32
H (-3.361, -2.203, -1.839)  0.40
H (1.660, -2.654, 3.907)  0.24
H (0.756, -3.646, -6.504)  0.31
Sr (0.193, -1.090, -2.039)  1.46
H (-1.736, 2.416, 6.411)  0.55
H (-1.085, -3.458, 4.357)  0.55
C (-1.053, 1.251, 4.741)  1.95
C (-1.114, -2.377, 4.164)  -1.95
H (0.099, 2.313, -1.369)  0.34
C (0.980, -2.666, -6.940)  -0.48
C (-1.341, 1.434, -4.711)  1.35
C (-1.970, -1.734, -0.148)  -1.50
H (0.934, -3.634, 5.184)  0.62
H (0.899, -0.994, -9.734)  0.25
H (1.070, -3.786, -8.795)  0.27
C (1.960, 1.218, -1.928)  -0.29
O (-0.075, -1.730, -6.693)  -0.39
N (0.387, -0.135, 2.700)  -0.57
C (1.250, -2.615, 4.920)  -1.76
C (-0.390, 1.812, -5.868)  -0.88
H (1.682, 2.826, 4.823)  0.25
C (-1.005, 2.476, 3.797)  -1.57
H (-1.763, 1.567, -0.496)  0.61
H (3.557, -1.020, 4.729)  0.29
H (-1.869, 3.116, 4.048)  0.56
C (-1.494, -0.488, 0.303)  0.29
C (1.267, -2.763, -8.455)  -0.48
O (-0.283, 0.627, -4.054)  -0.26
H (0.101, 2.780, -5.762)  0.36
H (-0.764, 1.678, -6.894)  0.33
H (-1.041, -0.316, 1.272)  0.51
H (-0.928, 0.928, 6.905)  0.26
C (2.108, 0.653, 4.762)  2.08
H (0.392, -0.187, -5.867)  -0.59
H (-3.206, 0.423, -2.392)  0.65
C (-1.874, 0.504, -0.622)  -0.18
C (0.831, 1.543, -1.140)  -0.96
H (2.497, -0.520, 0.894)  0.05
H (2.268, -0.423, 6.666)  0.23
H (-2.449, 3.248, -4.366)  0.44
H (-0.679, -2.649, 6.792)  0.52
C (2.740, 0.268, -1.206)  -1.30
H (-0.811, 3.173, -3.645)  0.38
H (2.231, 1.708, -2.861)  0.48
H (4.045, 0.401, 3.799)  0.48
H (0.392, 1.032, 0.990)  -0.05
C (0.518, 0.732, -5.291)  0.47
C (-2.630, -0.110, -1.640)  -0.69
H (-0.949, -2.206, 3.095)  0.26
H (-2.895, -0.130, -4.539)  0.23
H (3.347, 0.978, 6.478)  0.54
H (1.637, 1.243, 6.824)  0.23
C (-0.893, 1.748, 6.183)  -1.94
C (2.289, 2.099, 4.265)  -1.92
H (1.577, 0.934, -5.093)  0.34
H (-2.152, 2.300, -2.892)  0.10
H (1.856, -2.284, -6.395)  0.24
H (-1.336, -0.717, -8.063)  0.40
C (-2.716, -1.490, -1.331)  -0.95
H (2.039, -2.327, 5.627)  0.23
H (-2.578, 0.130, 3.615)  0.14
C (-0.446, -1.627, 6.455)  -1.77
C (-0.265, -0.966, -7.943)  -0.19
H (-0.433, -2.143, -9.765)  0.26
H (-1.063, 2.175, 2.740)  0.02
H (3.343, 2.375, 4.420)  0.66
H (-1.874, -2.676, 0.390)  0.35
H (-2.112, -2.018, 4.433)  0.30
C (-1.728, 2.606, -3.849)  -1.50
H (-1.945, -0.253, -5.932)  -0.04
H (2.077, 2.179, 3.190)  0.17
C (0.345, -1.720, -9.126)  -0.59
H (-2.695, -0.081, 5.398)  0.31
H (-3.182, 1.056, -5.825)  0.41
H (2.798, -0.679, 3.155)  -0.10
H (0.242, 0.029, -7.864)  0.14
C (-2.398, 0.512, -5.271)  -1.17
C (3.181, -0.225, 4.075)  -1.34
C (-2.452, 0.619, 4.589)  -1.68
P (0.358, 0.024, 4.291)  0.06
C (0.004, -1.717, 4.991)  2.08
H (3.705, -0.145, -1.510)  0.34
C (2.093, 0.016, 0.034)  -0.03